(1)
{"formula": "C3H11O5", "method": "ωB97M-V/def2-TZVPD", "orbital_gap_ev": 8.65, "charge": -1, "e_above_lowest_kcal_mol": 28.4, "elements": ["O", "C", "O", "C", "C", "H", "H", "H", "H", "H", "H", "H", "O", "H", "H", "O", "H", "H", "O"], "xyz": [[2.88028, 0.04758, 1.82327], [1.82515, 0.06217, 1.11934], [0.88074, 0.80533, 1.52575], [1.55743, -0.89471, -0.07710], [0.92973, -0.17100, -1.29244], [2.56157, -1.33472, -0.32837], [1.00190, -1.79264, 0.23174], [1.27446, -0.64711, -2.19488], [-0.21018, -0.21529, -1.31628], [0.99497, 0.94751, -1.28489], [-0.43427, 1.01157, 0.99362], [-1.85651, 1.46004, 1.44804], [-1.50153, 1.15200, 0.63810], [-2.17609, -0.32775, 0.32801], [-1.36069, -1.03253, -0.62749], [-2.20673, -1.09752, -0.29640], [-2.62068, 0.87756, -2.08643], [-2.29895, -0.62228, -1.91366], [-2.64644, 0.05471, -2.65924]], "forces_ev_per_angstrom": [[-0.67, -0.93, -2.28], [1.03, -0.20, 2.91], [-1.62, 0.54, -1.03], [1.64, 0.37, -0.01], [-2.01, 0.46, 0.74], [-0.79, 0.63, -0.06], [-0.29, 0.55, 0.16], [0.13, 0.27, -0.55], [1.62, -0.23, -0.04], [0.83, -1.00, -0.05], [-0.84, -0.21, -0.77], [-0.84, 0.69, 1.19], [2.15, -0.25, -0.03], [0.00, 0.15, -0.34], [3.23, -0.34, -0.70], [-2.92, -0.92, 1.42], [-0.10, -1.29, -1.08], [-1.80, 2.02, -2.19], [1.24, -0.30, 2.72]], "nbo_charge": [-0.735, 0.771, -0.788, -0.525, -0.608, 0.209, 0.215, 0.203, 0.177, 0.230, 0.512, 0.455, -1.060, 0.510, 0.450, -0.967, 0.465, 0.485, -0.999]}

(2)
{"formula": "C3H11OPSi", "method": "ωB97M-V/def2-TZVPD", "orbital_gap_ev": 8.61, "smiles": "C=[Si](C)C.OP", "e_above_lowest_kcal_mol": 94.3, "elements": ["C", "C", "C", "O", "Si", "P", "H", "H", "H", "H", "H", "H", "H", "H", "H", "H", "H"], "xyz": [[-2.68465, 1.04266, 0.80305], [-1.62186, 0.23352, -1.84890], [-1.17558, -1.92803, 0.66835], [5.10197, 0.49013, 1.16453], [-1.60729, -0.38055, -0.00097], [4.31398, -0.41540, -0.00621], [-2.19650, 1.37081, 1.77327], [-2.87172, 1.77062, -0.01150], [-3.56184, 0.72874, 1.12912], [-0.83570, 0.86342, -2.02870], [-1.54531, -0.61701, -2.45181], [-2.60931, 0.82076, -2.01001], [-0.91797, -2.11463, 1.75099], [3.92239, 0.54160, -0.97368], [-0.89288, -2.86624, 0.09879], [6.14088, 0.53540, 1.24419], [3.04139, -0.07583, 0.69949]], "forces_ev_per_angstrom": [[5.08, 0.56, -0.40], [-3.37, -0.51, 2.31], [0.68, -0.58, 0.19], [3.08, 0.53, 0.16], [-1.09, 0.50, -0.32], [-1.10, 0.55, 1.59], [-0.31, 0.44, -1.44], [0.56, 0.03, 0.95], [-4.20, -1.91, 1.20], [2.07, 1.66, -0.42], [-0.05, -1.13, -1.35], [1.63, -1.20, 0.11], [-0.80, 0.56, -1.11], [0.37, 0.34, -0.18], [-0.19, 1.57, 0.27], [-3.29, -0.57, -0.78], [0.93, -0.86, -0.80]], "nbo_charge": [-1.067, -1.065, -1.229, -1.013, 1.465, 0.641, 0.246, 0.235, 0.228, 0.233, 0.234, 0.233, 0.244, -0.089, 0.244, 0.506, -0.046]}

(3)
{"formula": "C3H12B3N3", "method": "ωB97M-V/def2-TZVPD", "orbital_gap_ev": 10.47, "smiles": "CB1NB(C)NB(C)N1", "e_above_lowest_kcal_mol": 0.0, "elements": ["B", "B", "B", "N", "N", "N", "C", "C", "C", "H", "H", "H", "H", "H", "H", "H", "H", "H", "H", "H", "H"], "xyz": [[-0.48817, -0.00558, 1.36313], [1.38486, -0.11455, -0.23258], [-0.88832, 0.16328, -1.11819], [0.91738, -0.22994, 1.13288], [-1.31655, 0.29198, 0.23809], [0.52255, 0.20262, -1.33044], [-1.13396, -0.13217, 2.77221], [2.96122, -0.05062, -0.44384], [-1.90476, 0.04267, -2.29908], [1.54328, -0.57693, 1.85884], [-2.30643, 0.31856, 0.27573], [0.92499, 0.42158, -2.24599], [-2.11040, -0.58971, 2.70955], [-1.25702, 0.88427, 3.11159], [-0.48474, -0.62841, 3.48903], [3.50449, -0.29750, 0.46110], [3.22943, -0.73517, -1.27463], [3.24709, 0.97308, -0.69153], [-2.26137, -0.96476, -2.39893], [-2.76751, 0.69666, -2.22804], [-1.31607, 0.33063, -3.14890]], "forces_ev_per_angstrom": [[0.15, -0.52, 0.40], [1.76, 1.14, 0.60], [-0.10, 0.61, 0.14], [-0.96, -0.24, -1.08], [0.70, -0.45, -0.81], [0.15, -0.35, 0.11], [0.46, 0.12, -0.02], [-0.49, -0.62, -0.55], [0.36, 0.66, 0.36], [-0.42, 0.41, -0.43], [-0.78, 0.01, 0.76], [-0.28, -0.50, 0.65], [-0.27, -0.21, 0.23], [-0.26, 0.49, 0.41], [-0.15, -0.19, 0.13], [0.21, -0.29, 0.05], [0.29, 0.46, 0.42], [0.01, -0.01, -0.26], [-0.12, -0.60, -0.22], [-0.15, 0.13, 0.07], [-0.12, -0.05, -0.97]], "nbo_charge": [0.942, 0.946, 0.951, -1.076, -1.070, -1.085, -0.960, -0.955, -0.963, 0.412, 0.400, 0.411, 0.228, 0.238, 0.221, 0.216, 0.224, 0.234, 0.239, 0.228, 0.220]}

Respective E_LUMO values: 3.7190, 0.5491, 0.5087 eV.